1.
{
  "formula": "C52H61AsCl2N4O7PRbS",
  "method": "ωB97M-V with the def2-TZVPD basis set",
  "symbols": ["Rb", "O", "C", "O", "C", "C", "C", "C", "C", "O", "C", "C", "O", "O", "H", "H", "H", "H", "H", "H", "H", "H", "O", "C", "C", "C", "C", "N", "C", "C", "C", "C", "C", "C", "O", "C", "C", "N", "H", "H", "H", "H", "H", "H", "H", "H", "H", "H", "H", "H", "Cl", "C", "C", "C", "C", "C", "C", "P", "C", "C", "C", "C", "C", "C", "C", "C", "C", "C", "C", "C", "H", "H", "H", "H", "H", "H", "H", "H", "H", "H", "H", "H", "H", "H", "C", "As", "C", "C", "S", "H", "H", "H", "H", "H", "H", "H", "H", "H", "Cl", "C", "C", "C", "C", "C", "C", "C", "H", "H", "H", "H", "H", "H", "C", "C", "C", "C", "N", "N", "H", "H", "H", "H", "H", "H", "H", "H", "H", "H", "H", "H"],
  "xyz": [[0.745, 0.707, 0.176], [4.347, 1.931, 1.633], [3.426, 2.350, 0.873], [3.116, 1.842, -0.222], [2.654, 3.562, 1.444], [1.931, 3.157, 2.747], [1.683, 4.397, 3.620], [0.506, 5.062, 2.865], [0.331, 4.100, 1.681], [0.611, 2.828, 2.297], [1.491, 4.295, 0.689], [1.119, 3.921, -0.776], [1.750, 4.510, -1.668], [0.146, 3.126, -0.911], [3.438, 4.285, 1.678], [2.369, 2.307, 3.265], [2.568, 5.030, 3.687], [1.391, 4.101, 4.629], [0.726, 6.078, 2.536], [-0.395, 5.084, 3.480], [-0.653, 4.070, 1.220], [1.754, 5.353, 0.634], [-1.050, -6.776, 2.333], [-0.485, -5.687, 3.056], [-0.501, -4.445, 2.212], [-0.598, -3.198, 2.803], [-0.530, -2.065, 2.005], [-0.385, -2.112, 0.685], [-0.313, -3.314, 0.115], [-0.362, -4.506, 0.829], [-0.206, -3.319, -1.370], [-1.012, -4.169, -2.121], [-0.967, -4.089, -3.507], [-1.893, -4.917, -4.351], [-1.818, -6.281, -3.943], [-0.092, -3.179, -4.076], [0.683, -2.381, -3.246], [0.631, -2.435, -1.921], [-1.012, -7.556, 2.892], [0.554, -5.916, 3.328], [-1.039, -5.499, 3.981], [-0.708, -3.077, 3.874], [-0.611, -1.085, 2.461], [-0.288, -5.459, 0.323], [-1.694, -4.849, -1.630], [-1.621, -4.810, -5.406], [-2.915, -4.541, -4.228], [-2.591, -6.740, -4.282], [-0.020, -3.071, -5.151], [1.370, -1.655, -3.666], [1.190, 1.024, -3.048], [-0.140, 1.326, -4.129], [0.206, 1.469, -5.471], [-0.770, 1.727, -6.415], [-2.095, 1.848, -6.016], [-2.417, 1.701, -4.679], [-1.459, 1.433, -3.698], [-1.987, 1.191, -1.930], [-2.785, 2.804, -1.605], [-3.741, 2.851, -0.589], [-4.308, 4.059, -0.212], [-3.916, 5.234, -0.843], [-2.953, 5.193, -1.842], [-2.385, 3.985, -2.220], [-3.430, 0.097, -2.275], [-3.148, -1.268, -2.225], [-4.131, -2.211, -2.478], [-5.422, -1.800, -2.779], [-5.719, -0.446, -2.817], [-4.731, 0.496, -2.564], [1.247, 1.388, -5.751], [-0.493, 1.840, -7.456], [-2.872, 2.059, -6.740], [-3.452, 1.798, -4.373], [-4.016, 1.945, -0.066], [-5.037, 4.071, 0.590], [-4.348, 6.182, -0.543], [-2.617, 6.110, -2.314], [-1.591, 3.973, -2.955], [-2.147, -1.588, -1.956], [-3.897, -3.267, -2.401], [-6.203, -2.531, -2.951], [-6.732, -0.120, -3.020], [-4.980, 1.550, -2.571], [3.072, -2.624, 2.904], [3.153, -1.476, 4.444], [4.418, -0.095, 4.032], [4.079, -2.553, 5.757], [1.311, -0.819, 5.161], [3.973, -3.237, 2.862], [3.010, -2.022, 1.995], [2.182, -3.246, 2.992], [5.353, -0.553, 3.707], [4.570, 0.504, 4.929], [4.055, 0.547, 3.227], [5.061, -2.841, 5.380], [3.482, -3.439, 5.964], [4.181, -1.971, 6.671], [-5.487, -1.225, 0.921], [-5.358, 0.297, 1.803], [-6.526, 0.902, 2.205], [-6.515, 2.104, 2.910], [-5.256, 2.663, 3.189], [-4.091, 2.061, 2.792], [-4.045, 0.814, 2.063], [-2.862, 0.260, 1.632], [-7.466, 0.420, 1.956], [-7.436, 2.581, 3.220], [-5.196, 3.603, 3.730], [-3.138, 2.531, 3.018], [-1.940, 0.775, 1.880], [-2.827, -0.628, 1.019], [5.494, 0.176, -1.650], [5.884, -0.669, -0.433], [6.363, -2.048, -0.885], [6.993, 0.038, 0.343], [4.787, -0.842, 0.542], [3.517, -1.199, -0.015], [6.379, 0.382, -2.258], [5.038, 1.116, -1.336], [4.774, -0.346, -2.286], [7.207, -1.955, -1.574], [5.572, -2.590, -1.410], [6.672, -2.642, -0.023], [7.875, 0.176, -0.286], [7.274, -0.554, 1.218], [6.642, 1.012, 0.687], [4.629, 0.077, 0.973], [3.609, -2.072, -0.523], [3.233, -0.483, -0.682]],
  "total_charge": -2,
  "homo_energy_ev": -0.420,
  "gap_ev": 3.6980
}

=====

2.
{
  "formula": "C52H62BBrClF9N7O6PS",
  "method": "ωB97M-V with the def2-TZVPD basis set",
  "symbols": ["C", "C", "B", "O", "C", "O", "C", "C", "C", "C", "C", "C", "C", "O", "C", "C", "O", "C", "C", "O", "Cl", "C", "F", "F", "C", "F", "F", "F", "P", "S", "C", "C", "N", "C", "C", "O", "Br", "C", "F", "F", "C", "F", "F", "H", "H", "H", "H", "H", "H", "H", "H", "H", "H", "H", "H", "H", "H", "H", "H", "H", "H", "H", "H", "H", "H", "H", "H", "H", "H", "H", "H", "H", "H", "H", "H", "N", "C", "C", "C", "C", "C", "H", "H", "H", "H", "H", "N", "C", "C", "C", "C", "C", "H", "H", "H", "H", "H", "N", "C", "C", "C", "C", "C", "H", "H", "H", "H", "H", "N", "C", "C", "C", "C", "C", "H", "H", "H", "H", "H", "N", "C", "C", "C", "C", "C", "H", "H", "H", "H", "H", "N", "C", "C", "C", "C", "C", "H", "H", "H", "H", "H"],
  "xyz": [[2.529, 0.524, 2.654], [1.984, 1.188, 1.334], [2.361, 0.337, 0.028], [3.700, 0.448, -0.290], [1.339, -0.472, -0.903], [1.647, -1.727, -1.471], [2.354, -2.814, -0.949], [1.863, -3.329, 0.416], [0.527, -4.083, 0.561], [-0.481, -4.086, -0.621], [-1.952, -3.859, -0.200], [-2.856, -3.751, -1.454], [-3.987, -2.714, -1.330], [-3.606, -1.560, -0.546], [-4.740, -1.044, 0.055], [-5.529, 0.042, -0.668], [-5.113, -1.427, 1.089], [2.293, -3.880, -2.121], [2.188, -5.376, -1.834], [1.616, -6.019, -2.602], [2.895, -6.307, -0.483], [3.914, -2.642, -0.739], [4.510, -3.859, -0.687], [4.204, -2.151, 0.484], [4.727, -1.883, -1.845], [5.713, -1.212, -1.248], [5.360, -2.755, -2.635], [4.070, -1.064, -2.625], [-0.410, -0.589, -0.115], [-0.500, -1.042, 1.769], [1.112, 0.474, -2.194], [-0.231, 0.188, -2.930], [1.490, 1.872, -2.048], [0.574, 2.772, -1.355], [-0.659, 3.309, -2.110], [-0.696, 3.938, -3.062], [-2.418, 2.893, -1.250], [2.071, 2.469, -3.191], [1.327, 2.308, -4.331], [2.177, 3.803, -3.066], [3.500, 2.005, -3.595], [3.450, 0.959, -4.455], [4.319, 1.797, -2.571], [3.031, 1.285, 3.265], [1.689, 0.131, 3.231], [3.266, -0.249, 2.395], [0.915, 1.425, 1.414], [2.503, 2.158, 1.226], [4.226, 0.385, 0.522], [2.658, -3.968, 0.820], [1.860, -2.460, 1.098], [0.742, -5.137, 0.796], [-0.010, -3.749, 1.458], [-0.471, -5.094, -1.069], [-0.197, -3.425, -1.453], [-2.255, -4.784, 0.315], [-2.069, -3.029, 0.506], [-2.290, -3.535, -2.375], [-3.340, -4.720, -1.646], [-4.236, -2.347, -2.344], [-4.925, -3.151, -0.955], [-6.598, -0.033, -0.450], [-5.419, -0.029, -1.760], [-5.201, 1.039, -0.344], [1.420, -3.630, -2.729], [3.135, -3.753, -2.819], [-1.192, -1.471, -0.903], [-1.091, 0.647, -0.288], [1.833, 0.050, -2.914], [-0.160, 0.454, -3.994], [-1.091, 0.741, -2.536], [-0.415, -0.894, -2.944], [1.081, 3.646, -0.921], [0.218, 2.252, -0.459], [3.933, 2.824, -4.187], [3.167, -3.737, 3.833], [2.483, -4.850, 4.104], [3.072, -6.037, 4.513], [4.451, -6.075, 4.643], [5.181, -4.932, 4.364], [4.493, -3.795, 3.967], [1.407, -4.775, 3.983], [2.466, -6.909, 4.722], [4.949, -6.983, 4.958], [6.260, -4.920, 4.451], [5.022, -2.875, 3.740], [-5.974, 4.483, -1.116], [-6.794, 4.969, -2.048], [-6.794, 6.292, -2.462], [-5.893, 7.166, -1.871], [-5.034, 6.680, -0.899], [-5.114, 5.339, -0.561], [-7.483, 4.250, -2.481], [-7.481, 6.630, -3.226], [-5.861, 8.209, -2.164], [-4.316, 7.328, -0.413], [-4.459, 4.914, 0.193], [-8.591, -0.149, -1.877], [-8.794, -1.209, -2.660], [-9.427, -1.147, -3.892], [-9.878, 0.084, -4.337], [-9.678, 1.198, -3.539], [-9.031, 1.028, -2.324], [-8.427, -2.152, -2.269], [-9.562, -2.041, -4.486], [-10.378, 0.175, -5.293], [-10.016, 2.178, -3.850], [-8.849, 1.872, -1.668], [5.003, -1.803, 8.170], [5.590, -0.683, 8.594], [6.681, -0.100, 7.967], [7.195, -0.715, 6.838], [6.601, -1.880, 6.381], [5.512, -2.379, 7.080], [5.156, -0.239, 9.483], [7.116, 0.812, 8.355], [8.047, -0.293, 6.320], [6.974, -2.392, 5.503], [5.012, -3.286, 6.759], [-6.477, 10.295, -1.858], [-7.303, 10.726, -2.813], [-7.801, 12.017, -2.878], [-7.426, 12.914, -1.892], [-6.571, 12.488, -0.889], [-6.127, 11.176, -0.919], [-7.573, 9.987, -3.562], [-8.466, 12.311, -3.679], [-7.794, 13.932, -1.906], [-6.254, 13.158, -0.101], [-5.454, 10.799, -0.157], [9.085, -3.663, 2.908], [9.742, -4.780, 2.594], [9.401, -5.603, 1.530], [8.313, -5.248, 0.750], [7.615, -4.093, 1.059], [8.042, -3.339, 2.142], [10.585, -5.020, 3.234], [9.973, -6.497, 1.321], [8.012, -5.864, -0.089], [6.760, -3.782, 0.475], [7.528, -2.425, 2.419]],
  "homo_energy_ev": -8.415,
  "smiles": "CCB(O)[C@@](O[C@@](CCCCCCOC(C)=O)(CC(=O)Cl)C(F)(F)C(F)(F)F)([PH2]=S)[C@@H](C)N(CC(=O)Br)C(F)(F)C(F)F.c1ccncc1.c1ccncc1.c1ccncc1.c1ccncc1.c1ccncc1.c1ccncc1",
  "gap_ev": 8.8525
}

=====

3.
{
  "formula": "C52H62MnN5O6SSe",
  "method": "ωB97M-V with the def2-TZVPD basis set",
  "symbols": ["Mn", "C", "C", "C", "C", "C", "C", "C", "Se", "C", "C", "C", "C", "C", "C", "O", "C", "C", "C", "C", "C", "C", "C", "C", "C", "O", "C", "C", "C", "C", "C", "C", "H", "H", "H", "H", "H", "H", "H", "H", "H", "H", "H", "H", "H", "H", "H", "H", "H", "H", "H", "H", "H", "H", "H", "H", "H", "H", "H", "H", "H", "H", "H", "H", "H", "H", "H", "H", "H", "H", "H", "H", "N", "C", "C", "C", "C", "C", "C", "S", "O", "O", "N", "C", "N", "C", "C", "C", "N", "H", "H", "H", "H", "H", "H", "H", "H", "H", "C", "O", "C", "C", "C", "C", "C", "C", "N", "C", "C", "C", "C", "C", "C", "C", "O", "H", "H", "H", "H", "H", "H", "H", "H", "H", "H", "H", "H", "H"],
  "xyz": [[-1.281, 0.104, -0.340], [5.026, 4.908, 0.578], [4.631, 4.207, -0.729], [5.747, 3.231, -1.102], [4.509, 5.253, -1.845], [3.292, 3.495, -0.547], [3.116, 2.135, -0.747], [1.874, 1.554, -0.542], [1.606, -0.312, -0.800], [1.592, -0.830, 1.051], [2.822, -1.039, 1.666], [2.895, -1.353, 3.010], [1.690, -1.438, 3.712], [0.440, -1.237, 3.144], [0.397, -0.935, 1.764], [-0.788, -0.788, 1.166], [-0.838, -1.302, 3.986], [-0.530, -1.614, 5.453], [-1.562, 0.053, 3.948], [-1.778, -2.403, 3.475], [4.216, -1.583, 3.744], [4.364, -0.547, 4.866], [4.228, -2.992, 4.352], [5.418, -1.453, 2.809], [0.754, 2.293, -0.123], [-0.397, 1.690, 0.126], [0.897, 3.688, 0.044], [2.167, 4.220, -0.159], [-0.214, 4.667, 0.466], [0.116, 5.206, 1.866], [-0.257, 5.838, -0.530], [-1.629, 4.080, 0.514], [5.989, 5.412, 0.461], [4.291, 5.657, 0.873], [5.113, 4.186, 1.393], [6.688, 3.775, -1.207], [5.886, 2.467, -0.335], [5.546, 2.730, -2.051], [5.452, 5.788, -1.973], [4.252, 4.777, -2.794], [3.734, 5.987, -1.620], [3.938, 1.501, -1.052], [3.717, -0.942, 1.067], [1.739, -1.667, 4.767], [0.103, -0.852, 5.914], [-1.468, -1.645, 6.010], [-0.044, -2.585, 5.572], [-0.916, 0.848, 4.326], [-1.875, 0.313, 2.939], [-2.452, 0.007, 4.582], [-1.288, -3.379, 3.529], [-2.671, -2.438, 4.105], [-2.094, -2.234, 2.449], [3.549, -0.620, 5.588], [5.303, -0.701, 5.404], [4.362, 0.466, 4.460], [3.411, -3.130, 5.061], [4.126, -3.750, 3.572], [5.166, -3.170, 4.883], [5.479, -0.457, 2.367], [6.338, -1.624, 3.372], [5.381, -2.185, 2.000], [2.289, 5.285, 0.001], [1.101, 5.676, 1.896], [-0.624, 5.951, 2.168], [0.108, 4.398, 2.600], [0.658, 6.430, -0.526], [-0.418, 5.473, -1.547], [-1.082, 6.507, -0.275], [-1.724, 3.284, 1.247], [-2.317, 4.887, 0.781], [-1.937, 3.678, -0.452], [-6.011, -1.247, 3.934], [-5.442, -1.430, 2.683], [-5.043, -0.331, 1.920], [-4.497, -0.516, 0.664], [-4.322, -1.801, 0.161], [-4.731, -2.898, 0.904], [-5.300, -2.713, 2.149], [-3.511, -2.008, -1.386], [-3.976, -0.949, -2.244], [-3.687, -3.365, -1.826], [-1.911, -1.716, -1.132], [-1.170, -2.809, -0.630], [-1.743, -3.649, 0.227], [-0.996, -4.644, 0.680], [0.327, -4.816, 0.311], [0.824, -3.886, -0.583], [0.085, -2.896, -1.073], [-5.815, -0.374, 4.393], [-6.004, -2.041, 4.552], [-5.169, 0.671, 2.313], [-4.217, 0.342, 0.063], [-4.589, -3.890, 0.501], [-5.624, -3.570, 2.729], [-1.476, -5.323, 1.379], [0.932, -5.624, 0.695], [1.853, -3.930, -0.925], [1.598, -3.403, -6.461], [0.769, -2.637, -5.599], [-0.557, -2.935, -5.580], [-1.175, -3.905, -6.356], [-2.540, -4.125, -6.209], [-3.288, -3.402, -5.294], [-2.675, -2.433, -4.514], [-1.324, -2.195, -4.679], [-0.621, -1.269, -3.852], [-1.046, -0.158, -3.330], [-2.182, 0.623, -3.659], [-2.683, 0.741, -4.975], [-3.694, 1.617, -5.249], [-4.243, 2.384, -4.200], [-3.797, 2.273, -2.911], [-2.768, 1.359, -2.599], [-2.447, 1.160, -1.359], [1.563, -4.462, -6.196], [2.606, -3.025, -6.321], [1.299, -3.272, -7.502], [-0.606, -4.491, -7.062], [-3.016, -4.885, -6.813], [-4.343, -3.598, -5.163], [-3.241, -1.876, -3.776], [0.280, -1.601, -3.525], [-0.391, 0.226, -2.553], [-2.236, 0.160, -5.771], [-4.067, 1.730, -6.257], [-5.047, 3.076, -4.419], [-4.237, 2.840, -2.103]],
  "homo_energy_ev": [-7.481, -7.439],
  "gap_ev": [6.9217, 6.7233],
  "s_squared": 6.045,
  "multiplicity": 5
}